1.
57
Properties=species:S:1:pos:R:3 method="wB97M-V/def2-TZVPD" e_tot_ev=-46753.80007 relative_energy_kcal_mol=101.0 spin_multiplicity=2
C -0.60214 -0.34543 -0.15544
C -0.52633 -1.75525 0.51439
S 0.54213 -1.78122 2.01711
C 0.93781 0.00897 -0.25919
N 1.34805 1.22782 0.10598
C 0.56717 1.96661 1.18991
C -0.65037 2.81633 0.76082
O 1.62464 -0.78408 -0.90813
H -1.11438 0.41031 0.61827
H -1.06518 -0.34790 -1.15126
H -0.41722 -2.51034 -0.21909
H -1.55478 -1.94246 0.95498
H 2.30680 1.45708 -0.17550
H 0.47895 1.31991 2.18665
H 1.36975 2.59566 1.79974
H -0.63284 3.90352 0.95939
H -0.64185 2.69880 -0.24777
H -1.53770 2.47330 1.00931
H -4.05861 -2.13207 -2.23504
H -3.14738 -2.33425 -1.02333
O -3.32970 -2.50492 -1.97791
H -0.31769 -0.90959 4.94640
H 1.15184 -0.34154 5.33463
O 0.19572 -0.17945 5.46891
H 3.34142 -1.83265 2.01890
H 3.58201 -0.36108 2.37623
O 3.89163 -1.16322 2.30828
H 1.91246 -3.60858 -0.24057
H 2.07437 -3.97963 1.18607
O 1.83992 -4.35889 0.33494
H -2.09234 -4.25780 -1.50418
H -0.76632 -4.03559 -0.90380
O -1.55685 -4.67371 -0.78989
H -0.98868 2.42245 3.65421
H -0.34430 1.61117 4.65968
O -0.08227 2.43290 3.97706
H -3.67453 1.58494 -2.63535
H -3.04722 0.62486 -1.38835
O -3.77304 0.64655 -2.09991
H 3.46554 -0.77123 -1.54706
H 3.68710 0.71074 -1.88640
O 4.05168 0.03380 -1.34330
H -0.33913 2.69475 -2.55201
H -1.17005 2.22801 -1.39641
O -1.31054 2.64726 -2.24201
H 4.86688 2.20523 -0.05748
H 3.70448 1.24523 0.43766
O 3.94047 2.23332 0.36571
H 1.19137 1.25837 -3.15562
H 1.94467 2.30089 -2.40927
O 1.82696 2.04592 -3.29097
H -4.49637 -1.29700 0.45581
H -5.05741 -0.61546 -0.76020
O -5.14977 -1.35528 -0.28280
H -0.67339 0.09798 -4.40286
H -1.16901 -0.05914 -2.89164
O -0.55643 0.33506 -3.50830

2.
56
Properties=species:S:1:pos:R:3 method="wB97M-V/def2-TZVPD" e_tot_ev=-33330.17553 charge=+1 relative_energy_kcal_mol=67.2
C -3.98133 -0.37240 -1.76227
C -3.07869 0.17751 -2.87146
C -2.02864 -0.86926 -3.32171
C -0.87934 -1.20902 -2.40721
C 0.21211 -1.84700 -2.93644
N 1.49836 -2.03238 -2.30707
N -0.99010 -1.03017 -1.05109
H -4.61965 0.44426 -1.40040
H -3.43359 -0.87181 -0.97675
H -4.72115 -1.06515 -2.17779
H -3.61486 0.46832 -3.78601
H -2.47464 0.97474 -2.47424
H -1.48558 -0.59780 -4.24400
H -2.54108 -1.78391 -3.68882
H 0.10365 -2.26460 -3.93412
H 2.25664 -1.45916 -2.67670
H 1.40921 -1.74470 -1.32394
H 1.89390 -2.97155 -2.41354
H -0.26293 -1.38429 -0.44443
H -1.60718 -0.32079 -0.72314
H 1.35274 -0.13455 5.06527
H 0.28329 -0.87917 4.30310
O 1.18175 -0.53510 4.20546
H 4.09373 -0.01314 -2.46391
H 3.38418 -0.23429 -1.25799
O 3.82445 -0.78446 -1.93859
H -0.63563 2.36766 2.50816
H -2.03839 2.87154 1.94388
O -1.07374 2.95061 1.87384
H 2.56572 -0.78678 3.14924
H 3.57843 0.20398 2.72246
O 3.27104 -0.69210 2.46690
H 1.89793 -2.94497 1.65795
H 2.58133 -2.18288 0.65939
O 1.83449 -2.80083 0.70335
H -4.47724 -0.24278 2.02712
H -4.00349 -1.64470 2.86551
O -3.87216 -0.73447 2.58089
H 4.33608 2.12791 1.41602
H 4.24458 2.51419 2.83034
O 3.71396 2.06227 2.15859
H -1.22466 1.80778 0.15691
H -2.28723 2.66424 -0.46127
O -1.83562 1.82285 -0.58729
H 2.50999 -0.02319 0.97677
H 1.36220 0.83777 0.53557
O 1.92359 0.10918 0.19475
H 1.21331 1.66437 -1.85933
H 1.28562 1.17691 -3.37349
O 1.70115 1.14949 -2.50277
H 1.69609 3.14022 1.44773
H 0.22982 2.86870 0.70980
O 1.14611 2.60540 0.86258
H -1.58469 -0.49907 3.12902
H -2.38203 0.07119 4.19945
O -1.45178 -0.12461 4.01571

3.
56
Properties=species:S:1:pos:R:3 method="wB97M-V/def2-TZVPD" e_tot_ev=-33333.00387 charge=+1 relative_energy_kcal_mol=1.9
C -3.84264 -1.21216 1.22076
C -4.21317 -0.01601 0.34103
C -3.46561 0.02120 -0.98253
C -2.12771 0.70153 -0.82908
C -2.03024 2.02606 -1.09869
N -0.77977 2.77639 -0.95516
N -1.04841 -0.11009 -0.56725
H -4.43571 -1.25829 2.12465
H -2.75213 -1.16941 1.52224
H -3.96175 -2.15469 0.69845
H -5.27797 -0.07649 0.13178
H -4.05338 0.92777 0.88769
H -4.09404 0.55787 -1.74564
H -3.38699 -1.01743 -1.37570
H -2.89003 2.64333 -1.42158
H -0.38600 2.73069 0.07177
H 0.00870 2.39899 -1.62331
H -0.91395 3.76378 -1.07257
H -0.20248 0.34339 -0.21712
H -1.22885 -0.94672 0.03161
H 1.73975 -1.25050 -2.84656
H 2.63561 -2.39408 -2.25854
O 2.56159 -1.41766 -2.36844
H -0.39181 2.42380 2.25020
H 0.80424 3.30577 1.80692
O -0.16604 3.17610 1.67494
H 1.91859 -1.60304 -0.32538
H 1.75515 -2.96048 0.20855
O 1.67505 -2.08052 0.50659
H 3.20496 0.12558 -1.81450
H 4.19306 1.37477 -1.88522
O 3.29766 1.06847 -1.65353
H 0.73410 0.82163 -3.10262
H 1.87305 1.62106 -2.49875
O 0.96517 1.73717 -2.84798
H 3.25652 -4.52019 -1.61236
H 1.79359 -4.61584 -2.16598
O 2.39482 -4.03399 -1.66602
H 1.34329 1.35048 3.16602
H 2.58335 0.50149 2.88928
O 2.22171 1.39062 2.75368
H 0.45259 -1.49137 1.79388
H -0.39924 -2.08030 2.93737
O -0.41098 -1.39122 2.24850
H 2.08392 1.42202 -0.37391
H 1.66453 1.43458 1.11961
O 1.35379 1.47220 0.20849
H -0.40760 0.15205 2.94150
H -0.90260 1.06980 4.10672
O -0.39095 1.06754 3.32388
H 3.37584 -1.70011 3.21112
H 2.43535 -1.57044 2.00117
O 2.59210 -1.25490 2.87191
H -0.42791 -0.65168 -4.05050
H -0.42699 -0.64457 -2.42933
O 0.09688 -0.78398 -3.26205